Computed, not measured: a single C6H12N2O2 molecule, with ωB97M-V/def2-TZVPD.

Values from the calculation:
* LUMO energy (spin up / spin down): 0.00097 / -0.11916 hartree
* multiplicity: 3
* DFT total energy: -13483.5520 eV

The geometry in XYZ format:
```
22
Properties=species:S:1:pos:R:3:nbo_charge:R:1
C 0.839 0.402 1.069 -0.320
C 0.537 1.605 -0.024 0.151
C -0.974 -0.966 0.142 0.403
C 1.745 1.762 -0.886 -0.638
C -1.298 -1.748 -1.124 -0.685
C -2.044 -0.495 0.975 -0.690
N 1.215 -1.694 0.129 0.184
N 0.358 -0.783 0.478 -0.176
O 2.428 -1.492 0.280 -0.246
O -0.632 1.437 -0.618 -0.690
H 1.903 0.410 1.309 0.242
H 0.264 0.667 1.947 0.223
H 0.602 2.616 0.636 0.145
H 2.007 2.713 -1.208 0.215
H 1.537 1.168 -1.693 0.209
H 2.638 1.410 -0.363 0.195
H -1.983 -2.537 -1.068 0.229
H -0.320 -2.096 -1.625 0.241
H -1.689 -1.014 -1.849 0.262
H -2.713 0.238 0.529 0.279
H -1.506 -0.271 1.957 0.235
H -2.913 -1.331 1.007 0.232
```